No. 1
Here is a molecular structure, C11H15NOS in a non-equilibrium geometry from the Open Molecules 2025 dataset. Energies are from ωB97M-V/def2-TZVPD.

Computed properties:
energy relative to the best compared isomer or geometry (same formula, charge and spin): 91.1 kcal/mol
spin multiplicity: 1
strongest force on any atom: 5.1 eV Å⁻¹
orbital gap: 7.664 eV
HOMO: -0.2566 hartree
LUMO: 0.681 eV

Geometry (Å):
C 4.0873 -0.5776 0.0087
C 4.1552 0.8255 0.0640
C 2.8602 -1.2813 -0.0027
C 3.0117 1.5184 0.1064
C 1.7186 -0.5292 0.1681
C 1.7830 0.8440 0.1193
C 0.3770 -1.1813 0.1862
C -2.5960 1.6930 0.0077
C -2.4777 -0.3503 -1.2548
C -2.6219 -0.5470 1.2961
C -2.0451 0.2807 0.1138
N -0.6704 0.3311 0.3493
O -0.0655 -2.0491 -0.8062
S 0.2793 1.7241 0.0080
H 5.0642 -1.0791 0.0603
H 5.1168 1.3371 0.2491
H 2.8781 -2.3136 -0.3662
H 3.0455 2.5913 0.3996
H -0.0430 -1.5119 1.2169
H -2.3761 2.3451 0.8633
H -2.0924 2.0221 -0.8315
H -3.6714 1.7011 -0.1267
H -3.4578 0.0325 -1.7052
H -2.5849 -1.4491 -1.0941
H -1.6917 -0.2563 -2.0195
H -2.0599 -0.4028 2.1715
H -3.5828 -0.2207 1.5018
H -2.8740 -1.5828 0.9193
H 0.5340 -1.9138 -1.6025

Results of the Löwdin charge analysis, in e, for atoms 1 through 6: atom 1 (C): -0.077, atom 2 (C): -0.109, atom 3 (C): -0.027, atom 4 (C): -0.125, atom 5 (C): -0.233, atom 6 (C): -0.471


No. 2
Here is 2 unconnected molecules or ions with the total composition C2H6O2 from the Open Molecules 2025 dataset. Energies are from ωB97M-V/def2-TZVPD.

Computed properties:
energy relative to the best compared isomer or geometry (same formula, charge and spin): 35.6 kcal/mol
spin multiplicity: 1
strongest force on any atom: 1.0 eV Å⁻¹
SMILES string: C=O.CO
orbital gap: 11.101 eV
HOMO: -0.3842 hartree
LUMO: 0.645 eV

Geometry (Å):
C 2.3463 0.5209 0.0575
O 1.7109 1.3364 -0.5418
H 2.0775 0.2851 1.1003
H 3.1017 -0.1206 -0.4186
C -2.4257 -0.5670 0.0906
O -1.1454 -1.1225 0.3531
H -3.1412 -1.2373 -0.3924
H -2.3752 0.2978 -0.5751
H -2.8381 -0.1910 1.0348
H -0.5024 -0.5891 -0.1172

Results of the Löwdin charge analysis, in e, for atoms 1 through 6: atom 1 (C): -0.149, atom 2 (O): -0.004, atom 3 (H): 0.083, atom 4 (H): 0.081, atom 5 (C): -0.166, atom 6 (O): -0.121


No. 3
Here is C18H28O3 in the gas phase from the Open Molecules 2025 dataset. Energies are from ωB97M-V/def2-TZVPD.

Computed properties:
energy relative to the best compared isomer or geometry (same formula, charge and spin): 3.2 kcal/mol
spin multiplicity: 1
strongest force on any atom: 0.6 eV Å⁻¹
SMILES string: CCCCCCCCCCCC(=O)c1c(O)cccc1O
orbital gap: 8.908 eV
HOMO: -0.3141 hartree
LUMO: 0.359 eV

Geometry (Å):
C 2.1046 5.7406 3.4077
C 2.1663 6.1050 1.9290
C 0.8152 5.9878 1.2213
C 0.2162 4.5806 1.2002
C 1.0682 3.5679 0.4385
C 0.3675 2.2171 0.3130
C 1.2178 1.1982 -0.4419
C 0.5134 -0.1493 -0.5807
C 1.3673 -1.1591 -1.3433
C 0.7178 -2.5380 -1.4523
C -0.4954 -2.5411 -2.3922
C -1.0433 -3.9367 -2.5154
O -0.8390 -4.5568 -3.5582
C -1.7373 -4.5693 -1.3866
C -1.9382 -5.9761 -1.4296
O -1.5718 -6.7173 -2.4716
C -2.5263 -6.6452 -0.3536
C -2.9594 -5.9452 0.7467
C -2.8178 -4.5680 0.7924
C -2.2168 -3.8801 -0.2503
O -2.1176 -2.5285 -0.1747
H 3.0604 5.9431 3.8861
H 1.3383 6.3256 3.9122
H 1.8775 4.6863 3.5419
H 2.5087 7.1387 1.8349
H 2.9016 5.4733 1.4282
H 0.9329 6.3330 0.1908
H 0.1055 6.6582 1.7132
H 0.0609 4.2295 2.2217
H -0.7668 4.6377 0.7249
H 2.0206 3.4244 0.9516
H 1.2832 3.9563 -0.5599
H 0.1441 1.8325 1.3114
H -0.5835 2.3501 -0.2088
H 1.4474 1.5882 -1.4363
H 2.1658 1.0591 0.0835
H 0.2912 -0.5454 0.4128
H -0.4360 -0.0016 -1.0974
H 1.5755 -0.7762 -2.3448
H 2.3245 -1.2683 -0.8274
H 0.4147 -2.8745 -0.4599
H 1.4542 -3.2481 -1.8369
H -1.2589 -1.8615 -2.0243
H -0.1770 -2.2271 -3.3887
H -1.2148 -6.1051 -3.1695
H -2.6388 -7.7144 -0.4269
H -3.4210 -6.4631 1.5733
H -3.1781 -4.0142 1.6493
H -2.5237 -2.2229 0.6468

Results of the Löwdin charge analysis, in e, for atoms 1 through 6: atom 1 (C): -0.113, atom 2 (C): -0.272, atom 3 (C): -0.229, atom 4 (C): -0.226, atom 5 (C): -0.224, atom 6 (C): -0.227


No. 4
Here is a molecular structure, C29H33N7O3SSn from the Open Molecules 2025 dataset. Energies are from ωB97M-V/def2-TZVPD.

Computed properties:
energy relative to the best compared isomer or geometry (same formula, charge and spin): 2.5 kcal/mol
spin multiplicity: 1
strongest force on any atom: 0.2 eV Å⁻¹
orbital gap: 7.816 eV
HOMO: -0.2765 hartree
LUMO: 0.292 eV

Geometry (Å):
Sn -0.5787 -1.0314 -0.2146
C 0.3835 1.5866 -3.8544
O -0.8500 2.2548 -3.6156
C -0.9405 2.7665 -2.3403
C -0.8982 4.1323 -2.1717
C -1.0059 4.7006 -0.9028
C -1.1320 3.8697 0.1866
C -1.1549 2.4757 0.0454
C -1.3548 1.6966 1.2465
N -1.2385 0.4273 1.3433
N -1.6496 -0.1314 2.5455
C -2.0964 -1.3407 2.3329
O -2.0968 -1.9347 1.1904
C -2.6293 -2.0824 3.5093
C -3.1523 -3.3577 3.3240
C -3.6385 -4.0760 4.4067
C -3.6036 -3.5236 5.6787
C -3.0831 -2.2491 5.8665
C -2.5992 -1.5285 4.7869
C -1.0942 1.8866 -1.2393
O -1.1742 0.5935 -1.4599
H 0.4089 1.3409 -4.9131
H 0.4529 0.6728 -3.2676
H 1.2269 2.2443 -3.6220
H -0.7837 4.7481 -3.0556
H -0.9948 5.7750 -0.7812
H -1.2159 4.2866 1.1838
H -1.6827 2.2236 2.1422
H -3.1671 -3.7720 2.3251
H -4.0437 -5.0686 4.2580
H -3.9822 -4.0838 6.5242
H -3.0552 -1.8159 6.8581
H -2.1916 -0.5357 4.9166
C 3.3772 -0.4818 2.0065
C 2.5624 -1.7148 1.7268
C 2.8720 -2.5572 0.6654
C 2.1118 -3.6909 0.4047
C 1.0308 -4.0049 1.2151
C 0.7256 -3.1835 2.2926
C 1.4782 -2.0445 2.5392
H 4.0453 -0.2534 1.1743
H 3.9912 -0.6152 2.8995
H 2.7321 0.3822 2.1720
H 3.7100 -2.3112 0.0219
H 2.3413 -4.3079 -0.4550
H 0.4025 -4.8542 0.9799
H -0.1251 -3.4097 2.9197
H 1.2071 -1.3912 3.3614
C -1.2522 -1.0634 -6.1289
N -1.4870 -1.3826 -4.7291
C -2.6151 -0.7293 -4.0662
C -0.4876 -1.8377 -3.9971
N 0.3933 -2.2600 -3.3756
H -2.1491 -1.2974 -6.7026
H -0.4283 -1.6629 -6.5084
H -1.0195 -0.0051 -6.2636
H -3.5319 -0.9968 -4.5925
H -2.4875 0.3549 -4.0531
H -2.6778 -1.0732 -3.0376
C 2.5655 4.8412 0.1135
C 3.0349 3.6684 0.9752
C 2.7331 2.3559 0.3299
N 1.6980 1.6485 0.5995
N 1.5814 0.5241 -0.1739
C 2.5501 0.3948 -1.0411
N 2.6262 -0.5792 -1.9737
S 3.7154 1.6772 -0.9410
H 2.7534 5.7890 0.6179
H 1.4973 4.7595 -0.0905
H 3.0903 4.8597 -0.8433
H 2.5242 3.6686 1.9385
H 4.1056 3.7454 1.1763
H 1.9036 -1.2908 -2.0189
H 3.5164 -0.8202 -2.3699

Results of the Löwdin charge analysis, in e, for atoms 1 through 6: atom 1 (Sn): 1.362, atom 2 (C): -0.066, atom 3 (O): -0.109, atom 4 (C): -0.227, atom 5 (C): -0.001, atom 6 (C): -0.110


No. 5
Here is a molecular structure, C43H66N2O2SiTi from the Open Molecules 2025 dataset. Energies are from ωB97M-V/def2-TZVPD.

Computed properties:
energy relative to the best compared isomer or geometry (same formula, charge and spin): 7.0 kcal/mol
spin multiplicity: 1
strongest force on any atom: 0.9 eV Å⁻¹
orbital gap: 7.119 eV
HOMO: -0.2741 hartree
LUMO: -0.340 eV

Geometry (Å):
Ti -1.1577 -0.2608 -0.4375
C 4.6011 4.3541 0.2693
C 4.5810 3.0486 -0.5358
C 5.4171 2.0087 0.2097
C 5.2289 3.2844 -1.9072
C 3.1329 2.5963 -0.7237
C 2.6559 1.4045 -0.1825
C 1.3353 1.0416 -0.3815
N 0.6865 -0.1042 0.1031
C 1.3165 -1.3528 0.2933
C 2.5048 -1.6020 0.9436
C 3.0104 -2.9088 0.9781
C 2.2896 -3.9080 0.3544
C 1.0554 -3.7078 -0.2943
C 0.5809 -2.4069 -0.2879
O -0.6171 -1.9818 -0.8104
C 0.3645 -4.9306 -0.9042
C -0.0621 -5.8668 0.2344
C -0.8710 -4.6015 -1.7441
C 1.3552 -5.6697 -1.8187
C 4.3273 -3.1674 1.7096
C 5.4344 -2.3120 1.0802
C 4.1700 -2.7828 3.1871
C 4.7522 -4.6333 1.6406
C 0.4799 1.8538 -1.1538
O -0.7830 1.3108 -1.2733
C 0.9034 3.0804 -1.6540
C 2.2482 3.3993 -1.4236
C 0.0843 4.0894 -2.4647
C 0.1730 5.4635 -1.7815
C -1.3932 3.7420 -2.5798
C 0.6690 4.1861 -3.8795
H 5.6284 4.6952 0.4150
H 4.1455 4.2104 1.2502
H 4.0526 5.1456 -0.2413
H 6.4475 2.3592 0.2893
H 5.4307 1.0500 -0.3121
H 5.0487 1.8435 1.2242
H 6.2679 3.5974 -1.7852
H 4.7109 4.0603 -2.4702
H 5.2136 2.3711 -2.5038
H 3.3088 0.7675 0.3869
H 3.0150 -0.8061 1.4627
H 2.6778 -4.9154 0.3741
H -0.7754 -5.3762 0.8975
H 0.7952 -6.1780 0.8323
H -0.5363 -6.7628 -0.1728
H -1.6742 -4.1938 -1.1368
H -1.2281 -5.5227 -2.2103
H -0.6472 -3.8837 -2.5338
H 2.1842 -6.1110 -1.2671
H 1.7684 -4.9960 -2.5703
H 0.8397 -6.4812 -2.3356
H 5.2110 -1.2476 1.1590
H 5.5590 -2.5506 0.0230
H 6.3843 -2.4906 1.5880
H 3.9093 -1.7306 3.3036
H 5.1054 -2.9549 3.7239
H 3.3872 -3.3760 3.6626
H 4.9077 -4.9605 0.6113
H 4.0106 -5.2888 2.0999
H 5.6923 -4.7661 2.1779
H 2.6133 4.3342 -1.8261
H -0.2124 5.4116 -0.7623
H -0.4247 6.1901 -2.3356
H 1.1945 5.8394 -1.7370
H -1.8611 3.6837 -1.5990
H -1.5587 2.7946 -3.0891
H -1.8970 4.5278 -3.1480
H 1.7133 4.4989 -3.8693
H 0.1051 4.9150 -4.4660
H 0.6119 3.2226 -4.3882
C -0.5846 1.7829 2.5429
C -1.6657 0.8601 3.1152
C -1.2693 -0.6110 3.0489
C -3.0093 1.2728 2.5328
C -3.7194 2.2018 3.2932
C -4.8717 2.8024 2.8314
C -5.3197 2.4976 1.5594
C -4.6545 1.5759 0.7607
C -5.1300 1.3643 -0.6641
C -4.3129 2.2239 -1.6236
C -6.6246 1.6039 -0.8648
C -3.5061 0.9208 1.2643
N -2.8829 -0.0710 0.4537
H -0.5633 1.7705 1.4512
H 0.4116 1.5004 2.8893
H -0.7794 2.8153 2.8367
H -1.7343 1.0962 4.1823
H -1.0808 -0.9362 2.0255
H -2.0490 -1.2599 3.4502
H -0.3508 -0.7739 3.6148
H -3.3365 2.4602 4.2734
H -5.4065 3.5133 3.4473
H -6.2041 2.9894 1.1782
H -4.9367 0.3323 -0.9472
H -4.3998 3.2818 -1.3658
H -4.6608 2.0956 -2.6511
H -3.2596 1.9540 -1.5816
H -6.8732 2.6652 -0.8097
H -7.2294 1.0766 -0.1261
H -6.9230 1.2610 -1.8571
C -3.4314 -1.7216 -1.8240
Si -3.7496 -1.5678 0.0451
C -3.0579 -3.0250 1.0042
C -5.5834 -1.5732 0.4471
H -4.3204 -1.3789 -2.3590
H -3.1966 -2.7362 -2.1434
H -2.6179 -1.0902 -2.2253
H -3.4647 -3.9629 0.6183
H -3.3937 -2.9304 2.0412
H -1.9721 -3.1032 1.0071
H -6.2172 -1.3533 -0.4102
H -5.8220 -0.8518 1.2303
H -5.8450 -2.5640 0.8215

Results of the Löwdin charge analysis, in e, for atoms 1 through 6: atom 1 (Ti): 1.142, atom 2 (C): -0.044, atom 3 (C): -0.555, atom 4 (C): -0.071, atom 5 (C): -0.045, atom 6 (C): -0.158


No. 6
Here is 9 unconnected molecules or ions with the total composition C4H24NO11 in a non-equilibrium geometry from the Open Molecules 2025 dataset. Energies are from ωB97M-V/def2-TZVPD.

Computed properties:
energy relative to the best compared isomer or geometry (same formula, charge and spin): 93.1 kcal/mol
spin multiplicity: 1
strongest force on any atom: 5.0 eV Å⁻¹
orbital gap: 9.656 eV
HOMO: -0.2499 hartree
LUMO: 2.857 eV
total charge: -1

Geometry (Å):
O 1.2732 -0.0806 0.1918
C 0.0870 -0.4219 0.0616
N -0.7188 -0.0797 -0.8954
C -0.1552 0.6998 -2.0098
O -0.3199 -0.0974 -3.2707
C -0.5091 -1.4328 1.0774
C -0.5658 -1.1038 2.5963
O 0.6207 -0.5351 3.0564
H -2.4990 -0.0417 -1.2453
H 0.8857 0.9463 -2.1414
H -0.8200 1.5874 -2.4256
H -1.5300 -1.7996 0.8872
H 0.1796 -2.3255 1.0003
H -1.4078 -0.5375 2.7796
H -0.7442 -2.0930 3.1752
H 1.3834 -0.7938 2.4381
H 2.1986 1.6037 -0.7819
H 2.7114 2.4482 0.1653
O 2.4892 2.4856 -0.7465
H -0.7078 -3.0320 -1.8633
H -2.0868 -2.4334 -1.9221
O -1.5898 -3.0612 -1.4143
H -0.7887 2.1170 -0.0756
H 0.0359 3.1033 0.8660
O -0.7658 3.0559 0.2659
H 2.2335 1.1289 2.7835
H 1.5449 0.9755 1.5020
O 2.0147 1.7098 2.0690
H -3.8867 -0.1800 -0.4818
H -1.2067 -0.4431 -3.3545
O -3.5089 -0.0213 -1.3115
H -2.2822 2.5606 1.0636
H -3.2280 1.3326 0.8472
O -3.2125 2.2571 1.1971
H 3.8751 -0.7558 1.0902
H 2.4834 -0.9995 0.8633
O 3.1284 -1.3017 1.5427
H 1.8060 -2.2521 -1.2685
H 0.8310 -1.7760 -2.3546
O 1.4844 -2.4399 -2.2840

Results of the Löwdin charge analysis, in e, for atoms 1 through 6: atom 1 (O): -0.101, atom 2 (C): -0.552, atom 3 (N): 0.036, atom 4 (C): -0.215, atom 5 (O): -0.123, atom 6 (C): -0.077